DFT (ωB97M-V/def2-TZVPD) results for a structure of composition C15H36AlF3N4O14PS2 at a distorted geometry.

Atoms and positions in Å:
S 0.3791 -3.5679 -1.2319
S 1.6688 -3.6341 0.7147
P -2.5137 0.1057 -1.1398
Al 1.8852 0.2253 -0.5581
F 2.3410 -2.5373 1.5983
F 0.6520 2.5785 -1.8371
F 0.5610 -2.5301 -2.4547
O -1.0939 -3.5645 -1.0199
O 5.3803 -2.7359 -2.3373
O 1.6482 2.7476 1.0410
O 1.0113 -4.7907 -1.8241
O -1.0852 -0.0222 -0.5662
O 0.4717 -0.1765 1.9621
O 1.4003 4.0518 2.9388
O 0.6136 -4.1213 1.5613
O 4.5098 -0.9631 -1.2583
O 6.8101 -1.1532 -1.6966
O 1.7128 5.1245 1.1773
O -1.5547 0.1575 2.8336
O 2.8206 -4.4504 0.4201
O 0.0953 -0.8286 4.1718
N -3.5358 -1.2489 -0.6665
N -2.5224 0.0201 -2.8870
N -3.3621 1.5239 -0.5599
N 1.3901 -2.6015 -0.3510
C -2.6185 -0.0263 3.8507
C -4.9497 -1.3454 -1.0614
C -2.3864 -1.2817 -3.5142
C 1.6237 3.0016 3.8047
C 4.1071 -3.3751 -2.5747
C -2.5154 2.6970 -0.1737
C 1.5496 3.8813 1.6126
C 7.2802 -0.0135 -1.0575
C -3.3291 -1.7406 0.6911
C 5.4926 -1.5270 -1.7031
C -0.2365 -0.2875 2.9408
C 1.3175 -1.4416 4.3845
C -4.6937 2.0002 -1.1125
C -2.0724 1.2855 -3.5574
C 1.7202 5.3041 -0.2244
H 2.0536 -0.6822 4.1207
H 1.6447 -1.6618 5.4006
H -2.2031 -1.9499 -2.6728
H 1.3794 -2.3492 3.7841
H 0.9680 4.7118 -0.7455
H -3.0377 3.4929 0.3572
H -2.1425 0.4254 4.7210
H 7.1970 0.0597 0.0269
H -3.5575 0.4507 3.5698
H -3.5087 -2.8074 0.8251
H -2.8877 -1.0503 4.1094
H -5.4256 -2.3021 -0.8461
H -5.0924 -1.0145 -2.0901
H -4.6699 2.3071 -2.1582
H -2.8524 2.0192 -3.7606
H 6.7602 0.8893 -1.3779
H -5.4054 1.1747 -1.0987
H -1.3650 1.8108 -2.9157
H -5.4280 -0.6138 -0.4101
H 2.4459 2.3509 3.5069
H -1.4181 1.1573 -4.4197
H 2.7160 5.0795 -0.6065
H 4.0529 -3.9808 -3.4793
H -5.0519 2.8086 -0.4751
H 8.3393 0.1680 -1.2404
H -3.3287 -1.6057 -3.9559
H 1.8462 3.2893 4.8323
H 3.3722 -2.6048 -2.8086
H 1.6313 6.3623 -0.4701
H -1.5286 -1.5413 -4.1345
H 3.6819 -3.9286 -1.7375
H 0.7266 2.3914 3.9087
H -1.7321 2.3471 0.4986
H -1.8818 2.9725 -1.0167
H -3.9698 -1.1775 1.3696
H -2.3007 -1.7383 1.0524

Output
net charge: +1
lowest unoccupied orbital energy: -9.1 eV
HOMO energy: -12.15 eV
E: -96456.403 eV